(1)
A molecular structure, C5H13NO at a distorted geometry. Source: the OMol25 dataset; level of theory: wB97M-V/def2-TZVPD.

Results
* E: -328.2203 hartree
* LUMO level: 0.0352 Ha
* molar mass: 103.2 g mol⁻¹
* maximum force: 6.9 eV/A
* gap between HOMO and LUMO: 9.4 eV

Geometry as ORCA input:
```
! RIJCOSX wB97M-V def2-TZVPD def2/J DEFGRID3
* xyz 0 1
C 0.95 0.01 -0.23
C -0.82 0.01 0.30
C 0.75 -1.25 -0.96
C -0.88 0.35 1.78
C -1.52 1.08 -0.54
N 1.86 -0.02 0.83
O -0.04 -1.20 -2.12
H 0.56 -0.84 -2.80
H 1.08 0.87 -0.88
H -1.35 -0.94 0.16
H 2.67 -0.63 0.74
H 2.03 0.87 1.27
H 0.57 -2.13 -0.34
H 1.96 -1.55 -1.46
H -0.45 -0.45 2.39
H -1.91 0.48 2.11
H -0.35 1.28 2.00
H -1.04 2.05 -0.42
H -2.56 1.19 -0.24
H -1.52 0.82 -1.60
*
```

Atom charges from the Löwdin analysis, given in e for atoms 1 to 6:
1. C -0.33
2. C -0.31
3. C -0.33
4. C -0.12
5. C -0.11
6. N 0.04

(2)
2 unconnected molecules or ions with the total composition C8H13NO at a distorted geometry. Source: the OMol25 dataset; level of theory: wB97M-V/def2-TZVPD.

Results
* SMILES: C1=CCN=C1.CC(C)C=O
* E: -442.5321 hartree
* LUMO level: 0.0344 Ha
* molar mass: 139.2 g mol⁻¹
* maximum force: 4.1 eV/A
* gap between HOMO and LUMO: 10.4 eV

Geometry as ORCA input:
```
! RIJCOSX wB97M-V def2-TZVPD def2/J DEFGRID3
* xyz 0 1
C 0.24 1.00 2.73
C -0.66 1.97 2.65
C 0.81 0.97 1.39
C -0.60 2.69 1.35
C 0.96 -2.31 -0.89
C 0.37 -0.61 -2.61
C -0.28 -1.63 -1.64
C -1.19 -0.98 -0.62
N 0.34 1.87 0.58
O -1.28 -1.19 0.58
H 0.33 0.48 3.63
H -1.28 2.18 3.60
H 1.47 0.21 0.93
H -1.52 2.63 0.79
H 0.84 -3.27 -0.25
H 1.69 -2.48 -1.66
H 1.27 -1.54 -0.20
H 0.82 0.22 -2.11
H 1.26 -1.11 -3.12
H -0.50 -0.20 -3.22
H -0.75 -2.34 -2.25
H -1.99 -0.26 -0.97
H -0.35 3.71 1.34
*
```

Atom charges from the Löwdin analysis, given in e for atoms 1 to 6:
1. C -0.07
2. C -0.10
3. C -0.18
4. C -0.21
5. C -0.06
6. C -0.08

(3)
A molecular structure, C30H57BN4P3Pd. Source: the OMol25 dataset; level of theory: wB97M-V/def2-TZVPD.

Results
* E: -2573.0483 hartree
* LUMO level: -0.1195 Ha
* molar mass: 684.0 g mol⁻¹
* maximum force: 0.9 eV/A
* gap between HOMO and LUMO: 7.5 eV

Geometry as ORCA input:
```
! RIJCOSX wB97M-V def2-TZVPD def2/J DEFGRID3
* xyz 1 1
Pd -0.97 0.14 -1.24
C -2.96 3.14 -0.54
P -2.76 1.36 -0.26
C -3.15 1.21 1.51
C -4.31 0.76 -1.04
C -4.24 -0.70 -1.39
P -2.76 -0.98 -2.42
C -3.16 -0.18 -4.00
C -2.93 -2.75 -2.81
H -3.97 3.40 -0.21
H -2.86 3.38 -1.59
H -2.24 3.72 0.04
H -4.05 1.80 1.72
H -2.34 1.58 2.13
H -3.34 0.17 1.77
H -4.48 1.37 -1.93
H -5.14 0.97 -0.35
H -5.14 -1.05 -1.92
H -4.13 -1.31 -0.49
H -4.18 -0.40 -4.31
H -2.47 -0.55 -4.76
H -3.01 0.90 -3.93
H -3.91 -2.90 -3.26
H -2.85 -3.35 -1.91
H -2.15 -3.06 -3.51
B 2.09 0.40 -3.40
N 1.34 -0.95 -3.03
C 1.85 -2.13 -3.40
C 1.06 -3.15 -2.91
C 0.06 -2.49 -2.22
N 0.23 -1.17 -2.30
N 1.19 1.65 -3.29
C 1.47 2.81 -3.91
C 0.60 3.78 -3.46
C -0.20 3.10 -2.54
N 0.17 1.82 -2.44
H 3.04 0.50 -2.67
H 2.42 0.30 -4.56
H 2.73 -2.16 -4.02
H 1.20 -4.21 -3.04
H -0.77 -2.90 -1.67
H 2.27 2.86 -4.63
H 0.56 4.81 -3.75
H -0.99 3.49 -1.94
C 4.76 -1.63 0.96
C 4.54 -0.40 0.08
C 3.22 0.30 0.42
C 2.16 -0.70 0.92
C 2.36 -2.04 0.21
C 3.67 -2.68 0.70
P 0.46 -0.03 0.79
C 0.49 1.62 1.63
C 1.12 2.75 0.80
C 0.59 4.10 1.31
C 0.39 4.09 2.84
C 1.35 3.11 3.49
C 1.03 1.66 3.07
C -0.56 -1.05 1.98
C 0.14 -1.47 3.30
C 0.38 -2.98 3.37
C -0.94 -3.75 3.32
C -1.94 -3.11 2.34
C -1.22 -2.26 1.30
H 4.74 -1.32 2.01
H 5.74 -2.06 0.79
H 4.53 -0.71 -0.97
H 5.36 0.30 0.19
H 2.85 0.82 -0.47
H 3.40 1.06 1.19
H 2.31 -0.87 1.99
H 2.42 -1.85 -0.85
H 1.53 -2.72 0.37
H 4.01 -3.40 -0.04
H 3.47 -3.25 1.62
H -0.58 1.84 1.66
H 0.91 2.63 -0.26
H 2.20 2.72 0.91
H -0.35 4.34 0.81
H 1.30 4.89 1.03
H -0.64 3.80 3.09
H 0.53 5.09 3.24
H 1.31 3.19 4.58
H 2.38 3.37 3.21
H 0.29 1.24 3.75
H 1.94 1.05 3.16
H -1.37 -0.36 2.23
H -0.50 -1.18 4.14
H 1.08 -0.94 3.45
H 0.92 -3.22 4.28
H 1.04 -3.27 2.54
H -1.37 -3.78 4.32
H -0.74 -4.79 3.03
H -2.65 -2.48 2.88
H -2.53 -3.89 1.85
H -1.91 -1.90 0.54
H -0.48 -2.87 0.78
*
```

Atom charges from the Löwdin analysis, given in e for atoms 1 to 6:
1. Pd 0.47
2. C -0.23
3. P 0.81
4. C -0.23
5. C -0.40
6. C -0.41

(4)
A molecular structure, C50H33IrN6O2 at a distorted geometry. Source: the OMol25 dataset; level of theory: wB97M-V/def2-TZVPD.

Results
* E: -2507.9811 hartree
* LUMO level (spin up / spin down): -0.1398 / -0.1890 Ha
* <S²>: 8.910
* molar mass: 942.1 g mol⁻¹
* maximum force: 6.3 eV/A
* gap between HOMO and LUMO (spin up / spin down): 4.6 / 5.2 eV

Geometry as ORCA input:
```
! RIJCOSX wB97M-V def2-TZVPD def2/J DEFGRID3
* xyz 1 6
Ir -0.41 0.15 0.33
C -2.50 7.25 0.41
C -3.09 6.07 0.75
C -2.39 4.93 0.65
C -1.13 4.87 0.12
C -0.52 6.04 -0.31
C -1.19 7.27 -0.11
C -0.54 3.51 0.10
C -0.22 3.00 1.37
C -0.08 3.80 2.45
C -0.16 2.94 3.54
C -0.15 1.63 2.99
C -0.40 0.40 3.80
C -0.53 0.60 5.34
C 0.54 0.37 6.19
C 0.32 0.44 7.53
C -0.90 0.75 8.09
C -1.92 1.06 7.20
C -1.76 0.97 5.85
C -0.27 -0.88 3.30
N -0.37 -1.13 1.91
C -0.48 -2.43 1.86
C -0.56 -3.23 0.62
C -0.77 -4.66 0.91
C 0.21 -5.59 0.68
C -0.11 -6.95 1.06
C -1.36 -7.23 1.55
C -2.33 -6.25 1.79
C -1.99 -4.95 1.49
C -0.53 -2.67 -0.70
C -0.56 -3.50 -1.79
C -0.78 -2.61 -2.89
C -0.68 -1.38 -2.31
N -0.56 -1.38 -0.96
C -0.70 -0.10 -3.13
C -0.51 1.17 -2.56
C -0.50 2.42 -3.39
C -0.53 3.49 -2.41
C -0.40 2.96 -1.13
N -0.37 1.44 -1.22
C -1.10 -0.22 -4.50
C -2.30 -0.79 -4.83
C -2.70 -0.90 -6.10
C -1.84 -0.65 -7.13
C -0.59 -0.15 -6.86
C -0.20 0.12 -5.54
C -0.30 -3.09 3.10
C -0.17 -2.02 4.07
N -0.27 1.67 1.65
H -2.98 8.22 0.42
H -4.12 6.12 1.06
H -2.82 4.00 1.02
H 0.50 6.08 -0.66
H -0.74 8.18 -0.51
H -0.09 4.89 2.42
H -0.11 3.23 4.60
H 1.55 0.11 5.81
H 1.07 0.26 8.33
H -1.04 0.92 9.11
H -2.88 1.39 7.62
H -2.58 1.19 5.14
H 1.15 -5.36 0.24
H 0.57 -7.76 0.82
H -1.61 -8.29 1.66
H -3.37 -6.52 1.97
H -2.74 -4.17 1.63
H -0.44 -4.53 -1.81
H -0.77 -2.68 -3.96
H -0.71 2.49 -4.41
H -0.54 4.53 -2.73
H -2.98 -1.04 -4.05
H -3.65 -1.37 -6.35
H -2.19 -0.76 -8.16
H -0.01 -0.04 -7.71
H 0.85 0.41 -5.33
H -0.39 -4.14 3.24
H 0.00 -1.97 5.11
O 3.44 0.09 1.15
N 4.15 -0.20 0.23
N 3.41 -0.23 -1.02
O 2.19 -0.03 -1.11
C 4.30 -0.54 -2.12
C 3.88 -1.27 -3.21
C 4.73 -1.50 -4.29
C 6.05 -1.05 -4.24
C 6.50 -0.42 -3.09
C 5.61 -0.13 -2.07
H 2.89 -1.67 -3.14
H 4.31 -2.07 -5.13
H 6.76 -1.18 -5.10
H 7.47 -0.05 -3.03
H 6.02 0.30 -1.14
*
```

Atom charges from the Löwdin analysis, given in e for atoms 1 to 6:
1. Ir 1.58
2. C -0.07
3. C -0.08
4. C -0.05
5. C -0.22
6. C -0.02